{
  "formula": "C2H7N3O3",
  "method": "the ωB97M-V functional and the def2-TZVPD basis",
  "elements": ["C", "N", "N", "N", "H", "H", "H", "H", "H", "O", "C", "O", "O", "H", "H"],
  "positions_angstrom": [[-1.76840, -1.26877, -0.47404], [-1.64103, 0.03188, 0.13243], [-0.61247, 0.66661, -0.18929], [-0.52251, 1.88678, 0.33043], [-2.72144, -1.30417, -1.00430], [-1.82416, -2.01107, 0.33148], [-0.94940, -1.50897, -1.16227], [-1.24834, 2.19968, 0.96772], [0.32598, 2.38124, 0.10788], [1.58938, -0.99905, -0.94820], [1.63806, 0.18784, -0.94337], [1.80174, 1.25271, -1.36964], [1.76028, -0.18466, 1.42072], [1.67464, -1.00459, 0.77959], [2.49768, -0.32547, 2.02084]],
  "mulliken_charge": [-0.598, -0.918, 0.732, -0.450, 0.285, 0.221, 0.275, 0.266, 0.206, -0.479, 0.852, -0.400, -0.630, 0.366, 0.271],
  "smiles": "C/N=N/N.O=C=O.O",
  "spin_multiplicity": 1,
  "total_energy_ev": -12798.80939,
  "lumo_energy_ev": 0.67,
  "homo_energy_ev": -9.29,
  "gap_ev": 9.96
}